Record 1
Below is the molecule C3H4Cl3NO3, with properties calculated with ωB97M-V with the def2-TZVPD basis set.

Geometry as XYZ:
```
14
Properties=species:S:1:pos:R:3:forces:R:3
C 0.95774 1.22119 -0.54385 0.79 3.65 -1.54
C 0.34706 -0.09887 -0.40674 -0.11 -1.28 2.00
Cl 0.51236 -1.24061 -1.72442 0.49 0.40 -0.22
N 1.03675 -0.75585 0.84709 -1.96 -4.46 0.42
O 2.04106 -0.38248 1.33128 1.33 1.66 0.03
O 0.46060 -1.80537 1.24524 0.70 1.87 -0.99
C -1.16766 -0.14291 0.01876 -2.97 0.12 0.69
O -1.90239 -1.27482 -0.31016 0.78 0.34 -0.41
Cl -1.64633 0.13589 1.79653 1.20 0.29 -0.44
Cl -2.00912 1.22672 -0.79204 0.16 -0.25 -0.41
H 0.47101 1.83960 -1.33665 -0.13 -0.84 0.51
H 2.02413 1.34023 -0.90979 -1.01 -1.10 0.99
H 0.80613 1.85613 0.36514 0.27 -0.85 -0.47
H -1.93134 -1.91885 0.41962 0.45 0.46 -0.16
```
Forces are in eV/Å.

Summary:
**Lowest unoccupied orbital energy**: -0.4 eV
**F_max**: 0.0951 Eh/bohr
**HOMO**: -10.95 eV
**Total energy**: -48371.9019 eV
**Structure (SMILES)**: C[C@@](Cl)([N+](=O)[O-])C(O)(Cl)Cl
**Orbital gap**: 10.52 eV

---

Record 2
Below is a structure of composition C45H47Cl3N5OPPt, with properties calculated with ωB97M-V with the def2-TZVPD basis set.

Geometry as XYZ:
```
103
Properties=species:S:1:pos:R:3:forces:R:3
Pt 1.93437 -0.96673 1.54552 0.04 0.12 0.14
C 0.47045 5.42966 3.61739 0.00 0.01 0.00
C -0.45371 4.53627 4.14317 -0.01 -0.01 0.00
C -0.36974 3.18697 3.83469 0.02 0.00 0.02
C 0.64211 2.72109 2.99579 0.16 0.03 -0.06
C 1.56393 3.62343 2.47150 -0.06 0.01 -0.01
C 1.47929 4.97331 2.78257 0.00 -0.01 0.00
P 0.84052 0.93370 2.63776 0.04 -0.12 0.02
C -0.88250 0.37608 2.48127 -0.11 0.00 0.05
C -1.77787 1.12086 1.71380 -0.02 -0.01 0.02
C -3.04211 0.62321 1.42916 -0.02 0.00 0.01
C -3.42562 -0.62055 1.91315 0.01 -0.03 0.03
C -2.54581 -1.35902 2.69598 -0.01 0.02 -0.01
C -1.27964 -0.86604 2.97850 0.01 0.02 -0.05
C 1.60596 0.18357 4.08183 -0.03 -0.03 -0.05
C 1.67425 0.55594 5.41563 -0.01 -0.01 -0.01
C 2.44766 -0.22108 6.26705 0.01 0.00 0.01
C 3.13524 -1.32506 5.76732 0.00 0.01 0.01
C 3.06643 -1.67967 4.42468 -0.02 0.01 -0.01
C 2.28831 -0.92464 3.54824 0.00 -0.05 -0.04
H 0.40052 6.48306 3.85682 0.00 0.00 0.00
H -1.24236 4.89150 4.79443 0.00 0.00 0.00
H -1.09527 2.49365 4.24355 0.00 0.01 0.00
H 2.34440 3.27043 1.80788 0.00 0.02 0.00
H 2.19763 5.66809 2.36668 0.00 -0.01 0.00
H -1.48866 2.09724 1.34541 0.00 0.01 -0.02
H -3.72838 1.21449 0.83528 0.03 0.01 0.01
H -4.41329 -1.01001 1.69708 0.00 0.00 -0.01
H -2.84593 -2.32237 3.08815 0.00 0.00 0.00
H -0.58603 -1.44646 3.57434 0.00 0.00 0.00
H 1.15393 1.43482 5.77987 0.00 -0.01 0.00
H 2.53051 0.03746 7.31504 0.00 0.00 -0.01
H 3.74825 -1.91157 6.44189 0.00 0.00 -0.01
H 3.63552 -2.52824 4.06328 -0.01 -0.01 0.01
C 3.94973 -0.76947 0.88872 -0.17 0.17 -0.05
C 4.92951 0.15832 1.32922 0.05 -0.03 0.02
C 6.31926 -0.05860 1.14397 0.03 0.01 -0.01
C 7.24784 0.85539 1.60331 -0.01 0.01 0.01
C 6.84748 2.01165 2.26686 0.01 0.00 0.00
C 5.48694 2.23677 2.47461 0.00 0.01 0.00
C 4.55146 1.33379 2.01946 0.03 -0.02 -0.01
H 6.64965 -0.95866 0.64476 0.01 0.01 0.01
H 8.30274 0.66065 1.45102 0.00 0.00 0.00
H 7.58226 2.71978 2.62725 0.00 0.00 0.00
H 5.15986 3.12358 3.00541 0.00 0.00 -0.01
H 3.49845 1.50688 2.18758 0.01 -0.02 0.03
Cl 0.51656 2.19327 -0.69465 0.01 0.11 -0.10
C -0.78090 2.72612 -1.77402 -0.03 -0.04 0.09
Cl -1.40634 4.32186 -1.33726 0.02 -0.01 0.01
H -1.60024 2.01729 -1.69784 0.01 0.04 0.00
H -0.39011 2.76945 -2.78346 0.01 0.01 -0.01
C -2.31526 -2.56807 -5.24452 0.01 -0.01 0.00
C -2.16338 -3.13392 -3.82740 0.00 -0.01 0.02
C -0.69888 -3.53690 -3.62124 0.01 0.00 0.01
C -3.01844 -4.40552 -3.73447 0.01 -0.01 0.00
C -2.60335 -2.10247 -2.73718 0.00 0.02 0.00
O -2.48039 -2.67842 -1.43575 -0.03 0.05 0.01
C -4.06639 -1.64181 -2.93421 0.04 -0.02 -0.03
C -4.57522 -0.64150 -1.88966 -0.03 -0.01 0.00
C -4.59281 0.82961 -2.25777 0.00 -0.04 0.01
C -5.20511 1.72022 -1.37490 0.03 0.05 0.00
C -5.21546 3.08453 -1.60748 0.00 -0.02 0.00
C -4.60736 3.57995 -2.75095 -0.02 0.00 -0.03
Cl -4.60485 5.28830 -3.05100 -0.01 -0.01 0.00
C -4.01000 2.72339 -3.65612 -0.02 0.00 0.01
C -4.00922 1.35583 -3.40447 -0.02 0.02 -0.01
C -1.70949 -0.84753 -2.68683 0.02 0.02 -0.03
N -0.45066 -0.96011 -1.97269 -0.10 -0.17 0.08
C -0.24478 -1.09650 -0.66207 0.06 0.24 -0.10
N 1.05078 -0.99258 -0.42250 -0.03 -0.31 0.03
C 1.60549 -0.81216 -1.64756 0.06 0.05 0.07
N 0.72799 -0.78038 -2.61511 -0.03 0.12 -0.06
H -1.92838 -3.29595 -5.95985 0.00 0.00 0.00
H -1.74352 -1.64993 -5.39011 -0.01 0.00 0.00
H -3.35572 -2.37689 -5.50932 0.00 0.00 -0.01
H -0.45281 -4.35785 -4.29785 -0.01 -0.01 0.01
H -0.51879 -3.87234 -2.59878 0.00 0.01 -0.01
H -0.01392 -2.71879 -3.83901 0.00 -0.01 -0.01
H -2.66780 -5.12250 -4.47824 -0.01 0.00 0.00
H -4.07433 -4.22217 -3.93613 0.00 -0.01 0.01
H -2.92149 -4.89841 -2.76395 0.00 0.00 -0.01
H -3.09984 -3.41205 -1.36611 0.00 -0.01 0.01
H -4.68985 -2.53545 -2.87661 0.02 -0.01 0.01
H -4.21226 -1.25787 -3.94381 0.01 0.04 0.01
H -3.98272 -0.75951 -0.97619 0.00 -0.01 0.02
H -5.59194 -0.91708 -1.60020 -0.01 0.01 -0.04
H -5.68156 1.33571 -0.47921 -0.01 0.00 -0.03
H -5.68911 3.76337 -0.91157 0.01 0.00 0.00
H -3.54992 3.11977 -4.55112 0.00 0.00 0.00
H -3.53427 0.70670 -4.12885 -0.02 0.00 -0.01
H -2.26562 -0.04187 -2.21338 0.02 -0.05 0.04
H -1.44661 -0.51782 -3.68817 -0.01 0.01 -0.01
H -1.02506 -1.22016 0.07143 0.00 -0.06 -0.03
H 2.66305 -0.68264 -1.79843 -0.02 -0.06 -0.04
N 5.07802 -1.51232 -1.15112 -0.18 -0.01 -0.08
C 4.67226 -2.48797 -2.08393 0.01 0.03 -0.04
C 3.84789 -3.41138 -1.45889 0.00 0.03 0.07
C 3.64452 -2.99623 -0.16388 -0.02 0.04 -0.11
N 4.38672 -1.83181 0.06980 0.23 -0.08 0.11
H 4.91414 -0.53148 -1.39636 0.05 -0.05 0.04
H 5.04294 -2.45180 -3.09340 0.02 -0.02 0.02
H 3.44940 -4.30701 -1.90569 0.00 0.00 0.00
H 3.08680 -3.44171 0.64318 0.02 -0.02 0.01
```
Forces are in eV/Å.

Summary:
**Multiplicity**: 5
**Lowest unoccupied orbital energy (spin up / spin down)**: 0.2 / -0.7 eV
**F_max**: 0.0062 Eh/bohr
**HOMO (spin up / spin down)**: -4.70 / -8.13 eV
**Total energy**: -107024.0684 eV
**Orbital gap (spin up / spin down)**: 4.91 / 7.38 eV

---

Record 3
Below is a structure of composition C29H46BrCuN3P2, with properties calculated with ωB97M-V with the def2-TZVPD basis set.

Geometry as XYZ:
```
82
Properties=species:S:1:pos:R:3:forces:R:3
N 5.75105 -1.93424 -8.15845 0.23 -0.01 -0.04
C 6.46034 -1.22105 -7.27378 -0.74 0.00 0.23
C 5.89358 -0.70336 -6.10011 -0.48 -0.35 -0.14
C 4.53403 -0.97161 -5.82211 0.40 -0.51 -1.23
C 3.80596 -1.72054 -6.77394 0.76 0.07 -0.23
C 4.45983 -2.18123 -7.92524 -0.10 0.47 0.85
C 3.89897 -0.54394 -4.58823 -0.73 -0.53 0.32
Cu -0.02961 1.04943 0.66909 1.06 -0.31 1.00
P -2.09391 -2.67327 5.02745 1.17 1.02 -2.31
C 2.73238 -1.07688 -4.14026 1.49 0.20 -1.18
C 2.16343 -0.70442 -2.88715 -0.36 0.46 0.77
C 1.28651 -1.59252 -2.23419 0.41 0.62 0.28
C 0.81385 -1.27818 -0.95977 -0.28 -0.23 -0.31
C 1.12524 -0.02526 -0.46627 -0.11 -0.95 -0.79
C 2.03929 0.84955 -1.03113 0.14 0.42 0.35
C 2.53817 0.51943 -2.29542 -0.65 -0.69 0.55
Br 0.17457 -0.95904 2.02731 0.55 1.02 -0.02
H 4.46422 0.17910 -3.99441 -0.24 -0.22 -0.12
H 2.24654 -1.88306 -4.68962 0.16 0.23 0.12
H 6.50833 -0.13629 -5.40214 -0.16 -0.10 -0.13
H 2.75320 -1.95064 -6.63144 0.22 0.10 -0.09
H 7.51815 -1.05061 -7.49877 -0.42 -0.09 0.00
H 3.89663 -2.76755 -8.65803 0.38 0.21 0.12
H 1.02449 -2.54057 -2.70976 0.10 0.26 0.25
H 3.21025 1.19870 -2.81963 -0.29 -0.12 0.33
H 0.22401 -1.99816 -0.39772 0.03 0.33 -0.29
H 2.36433 1.77134 -0.55016 -0.24 -0.19 -0.15
P -1.93952 0.97939 -0.35443 -1.20 -0.30 -1.33
C -0.26914 -2.65459 5.01183 -0.15 -0.10 0.96
C 0.29593 -3.86202 5.75290 0.31 -0.25 0.14
H 0.03840 -1.71600 5.49088 -0.04 -0.17 -0.10
H 0.04343 -2.62509 3.95905 -0.26 -0.01 0.19
H 1.36450 -3.72442 5.93326 -0.13 -0.07 -0.05
H -0.19613 -3.99197 6.72114 0.18 0.00 -0.08
H 0.16915 -4.78609 5.18250 -0.01 0.10 0.06
C -2.58746 -3.53106 3.48802 -0.16 -0.71 0.70
C -3.93896 -4.22241 3.68672 -0.32 -0.18 -0.18
H -1.79927 -4.26605 3.27428 -0.16 0.18 0.03
H -2.60546 -2.78155 2.68649 0.10 0.01 0.20
H -4.12448 -4.94188 2.88611 0.00 0.12 0.07
H -3.97106 -4.76816 4.63542 0.00 0.01 -0.20
H -4.76396 -3.50502 3.68751 0.08 -0.06 0.02
C -2.62037 -0.94127 4.82508 -0.87 -0.42 0.71
C -2.85645 -0.28577 6.18932 -0.10 0.31 0.19
H -3.57143 -0.98889 4.27448 0.28 0.10 0.01
H -1.84986 -0.46503 4.20705 -0.03 -0.09 0.04
H -3.40368 0.65240 6.06672 0.13 -0.10 0.04
H -3.46585 -0.94104 6.82252 0.07 0.22 -0.09
H -1.93136 -0.06536 6.72986 -0.07 -0.08 -0.15
C -3.11176 2.19471 0.35260 0.14 0.24 0.44
C -3.96555 2.99800 -0.62013 -0.29 0.20 -0.04
H -2.50498 2.86643 0.97684 -0.35 -0.08 -0.03
H -3.74838 1.61362 1.03560 0.16 0.23 -0.08
H -3.38070 3.74577 -1.16697 -0.08 -0.21 0.06
H -4.48478 2.36345 -1.34539 0.08 0.10 0.12
H -4.73316 3.54036 -0.05763 0.12 -0.06 -0.13
C -2.77911 -0.63249 -0.08649 -0.07 -0.20 0.22
C -2.88619 -1.55830 -1.29259 -0.12 -0.25 -0.20
H -3.77518 -0.41584 0.32687 0.21 -0.12 -0.14
H -2.18968 -1.12021 0.70665 -0.29 0.10 -0.21
H -3.56909 -1.15987 -2.05166 0.19 -0.07 0.12
H -1.91346 -1.74061 -1.76328 -0.18 0.07 0.07
H -3.27910 -2.53421 -0.98135 0.05 0.21 -0.07
C -1.87109 1.26443 -2.15758 -0.25 -0.20 -0.27
C -1.07045 2.50327 -2.57438 0.12 0.26 -0.25
H -2.90602 1.33236 -2.53041 0.40 -0.15 -0.02
H -1.41233 0.37007 -2.60805 -0.20 0.18 0.25
H -0.55553 2.31948 -3.52674 -0.20 0.06 0.22
H -1.72405 3.37116 -2.72597 0.21 -0.18 0.12
H -0.29212 2.77717 -1.85247 -0.12 -0.07 -0.03
C 3.10151 5.11219 2.26764 0.40 0.34 0.19
N 1.92223 4.47835 1.70216 -0.59 -0.29 -0.38
C 0.85355 5.13640 1.10528 -0.02 -0.86 0.04
C -0.03337 4.16872 0.71199 0.87 -0.23 0.55
N 0.48141 2.93075 1.08650 0.79 0.20 0.32
C 1.66823 3.14769 1.66311 -0.77 1.31 -0.17
H 3.64258 5.68616 1.50462 -0.19 -0.24 0.14
H 2.81475 5.79864 3.07348 0.04 -0.25 -0.17
H 3.76222 4.33840 2.66916 -0.15 0.19 -0.08
H 0.79672 6.20613 1.01528 0.15 0.04 0.04
H -0.98244 4.27234 0.20403 0.20 -0.01 0.10
H 2.34447 2.40225 2.06644 -0.19 0.12 -0.06
```
Forces are in eV/Å.

Summary:
**Multiplicity**: 2
**Lowest unoccupied orbital energy (spin up / spin down)**: -7.5 / -8.5 eV
**Charge**: +2
**F_max**: 0.0541 Eh/bohr
**HOMO (spin up / spin down)**: -12.32 / -12.32 eV
**Total energy**: -168533.2376 eV
**Orbital gap (spin up / spin down)**: 4.85 / 3.78 eV

---

Record 4
Below is a structure of composition C27H37CuN3O4P2S, with properties calculated with ωB97M-V with the def2-TZVPD basis set.

Geometry as XYZ:
```
75
Properties=species:S:1:pos:R:3:forces:R:3
Cu 0.42436 -0.91545 -0.28761 -0.24 -0.48 -0.66
C -6.50498 -5.07776 -1.90561 0.06 0.07 -0.02
C -5.24146 -4.27330 -2.04832 0.02 -0.03 0.04
C -4.09586 -4.59819 -1.33247 -0.10 0.00 -0.06
C -2.93609 -3.84546 -1.46290 0.05 -0.01 0.04
C -2.92544 -2.76057 -2.31781 0.30 -0.02 0.04
C -4.05673 -2.42031 -3.04698 -0.06 0.04 -0.06
C -5.20673 -3.17440 -2.90827 0.06 -0.04 0.05
S -1.46798 -1.76212 -2.56606 -0.77 -0.17 0.12
O -0.99021 -2.04631 -3.89254 0.23 0.01 -0.04
O -1.91994 -0.40808 -2.30780 0.33 -0.03 0.20
N -0.43699 -2.24589 -1.40847 -0.32 0.95 -0.11
C 0.52069 -3.25031 -1.80525 1.13 0.02 -0.15
C 1.99936 -2.68776 -1.79457 -0.94 -1.16 -0.36
O 2.85078 -3.37433 -2.32383 0.14 0.39 0.17
O 2.14016 -1.58845 -1.15423 0.02 0.59 0.63
H -6.37306 -5.89863 -1.20282 -0.02 -0.01 0.00
H -6.80645 -5.49176 -2.86886 -0.03 -0.03 0.02
H -7.31912 -4.44520 -1.54818 -0.03 -0.04 0.00
H -4.11279 -5.45233 -0.66638 0.03 0.01 0.02
H -2.04667 -4.09403 -0.89819 -0.04 -0.01 -0.01
H -4.02175 -1.56488 -3.70974 -0.05 -0.02 -0.01
H -6.09749 -2.91937 -3.47026 0.02 0.05 -0.02
H 0.34167 -3.66161 -2.79601 -0.06 -0.05 0.05
H 0.56521 -4.05677 -1.06656 -0.26 -0.09 -0.05
C -0.33271 -0.58432 3.33989 -0.16 -0.26 -0.47
P 0.77978 -0.37939 1.89987 0.80 0.41 0.57
C 0.88220 1.45950 1.87188 -0.01 0.07 0.15
N 1.16233 2.04476 3.01154 0.05 -0.11 0.03
C 1.19989 3.39429 3.05619 -0.11 0.05 -0.27
C 1.53397 4.05744 4.25755 0.04 0.14 0.09
C 1.53481 5.42249 4.29245 0.04 -0.19 0.11
C 1.19935 6.17409 3.14389 -0.05 0.07 -0.18
C 0.86921 5.55671 1.97159 0.03 0.16 0.05
C 0.86874 4.14565 1.90400 0.07 -0.22 0.20
N 0.52906 3.52057 0.75573 0.00 -0.04 -0.32
C 0.56301 2.21030 0.69854 -0.06 -0.02 0.09
P -0.03031 1.33889 -0.85351 0.25 0.90 0.20
C -1.61172 2.25461 -0.97939 0.02 -0.55 -0.10
C 1.06621 2.04165 -2.21831 0.10 -0.21 0.08
C 0.67598 1.35441 -3.52980 -0.14 -0.14 0.13
C 0.95007 3.55534 -2.39964 -0.10 -0.15 0.03
C 2.50095 1.64585 -1.84898 -0.10 -0.06 0.16
C 2.45305 -0.96854 2.50895 -0.05 -0.05 -0.21
C 3.49355 -0.42631 1.52263 -0.17 0.10 -0.08
C 2.39243 -2.49914 2.41097 -0.08 0.05 -0.10
C 2.79913 -0.54628 3.93557 -0.14 -0.06 -0.08
H -0.00593 0.07520 4.13946 0.07 0.01 0.01
H -0.31461 -1.62417 3.66495 -0.02 0.01 0.03
H -1.35066 -0.33053 3.04372 -0.01 -0.01 0.05
H 1.78876 3.46141 5.12404 -0.02 -0.01 -0.01
H 1.79395 5.93907 5.20721 0.00 0.00 0.00
H 1.20639 7.25478 3.20060 0.00 -0.01 -0.01
H 0.61314 6.11790 1.08260 -0.01 -0.02 0.00
H -1.44737 3.30004 -0.73513 0.04 0.05 -0.05
H -2.32383 1.81002 -0.28354 -0.02 0.04 -0.03
H -2.00132 2.12865 -1.98576 -0.07 0.02 -0.04
H -0.33593 1.62240 -3.83690 -0.01 -0.02 -0.02
H 0.72128 0.26921 -3.44840 0.04 -0.07 -0.04
H 1.36812 1.66728 -4.31498 0.00 0.03 0.02
H -0.03771 3.83334 -2.77050 0.00 0.04 0.00
H 1.68903 3.86854 -3.14163 -0.03 -0.03 -0.03
H 1.13922 4.09318 -1.47891 0.04 0.11 0.11
H 2.58260 0.56532 -1.71061 0.08 0.02 -0.03
H 2.82642 2.14208 -0.93028 0.03 0.03 -0.02
H 3.18421 1.93531 -2.64990 -0.03 0.04 -0.02
H 3.24809 -0.70831 0.49759 0.08 -0.02 -0.02
H 4.47720 -0.83883 1.75519 -0.01 -0.01 0.06
H 3.55791 0.66336 1.58160 0.05 0.00 0.04
H 2.05102 -2.81231 1.42120 0.10 -0.06 0.00
H 1.72298 -2.92229 3.16331 0.00 -0.02 0.00
H 3.38702 -2.91982 2.56960 0.01 0.02 0.03
H 2.72572 0.52927 4.05980 0.04 0.08 0.05
H 3.82645 -0.85161 4.14781 -0.02 -0.05 0.01
H 2.14641 -1.02777 4.66600 0.01 0.02 0.03
```
Forces are in eV/Å.

Summary:
**Multiplicity**: 2
**Lowest unoccupied orbital energy (spin up / spin down)**: -1.2 / -2.0 eV
**F_max**: 0.0299 Eh/bohr
**HOMO (spin up / spin down)**: -8.25 / -8.11 eV
**Total energy**: -115313.2618 eV
**Orbital gap (spin up / spin down)**: 7.03 / 6.12 eV

---

- What is the total energy in the fourth record?
  -115313.2618 eV